{
  "formula": "C3H10N2O",
  "method": "ωB97M-V/def2-TZVPD",
  "species": ["O", "C", "C", "H", "H", "H", "H", "N", "C", "N", "H", "H", "H", "H", "H", "H"],
  "xyz": [[0.2072, 1.9558, -0.3119], [-0.3878, 1.2266, -1.0485], [-1.7393, 1.5145, -1.6773], [0.0681, 0.2762, -1.4022], [-1.6562, 1.8930, -2.6927], [-2.2254, 0.5402, -1.6801], [-2.3410, 2.0555, -0.9435], [1.7204, -1.7092, 0.3562], [0.5047, -1.9375, 1.1702], [-0.2735, -0.7714, 1.5022], [1.5403, -1.9357, -0.6135], [1.9346, -0.7170, 0.4454], [0.8540, -2.3949, 2.1048], [-0.1234, -2.7072, 0.7244], [0.2134, -0.1509, 2.1203], [-0.8301, -0.4422, 0.7412]],
  "forces_ev_per_angstrom": [[0.067, 0.178, 0.441], [0.018, 0.236, -1.326], [0.011, -1.076, 1.580], [0.077, -0.008, 0.211], [-0.115, 0.261, 0.147], [-0.162, -0.223, -0.589], [0.146, 0.769, -0.597], [-0.549, 0.050, 0.118], [0.627, -0.291, 0.675], [-0.062, -1.640, 0.269], [0.104, 0.275, -0.076], [0.167, -0.261, -0.325], [-0.154, 0.229, 0.020], [-0.041, 0.119, -0.313], [-0.246, 0.652, -0.354], [0.112, 0.730, 0.120]],
  "spin_multiplicity": 1,
  "de_lowest_kcal_mol": 38.6,
  "homo_ev": -8.8951,
  "lumo_ev": 0.81,
  "gap_ev": 9.707
}

{
  "formula": "C10H24AlO18S6",
  "method": "ωB97M-V/def2-TZVPD",
  "species": ["C", "Al", "S", "S", "C", "O", "O", "H", "H", "H", "H", "H", "H", "H", "H", "C", "C", "O", "S", "O", "O", "O", "H", "H", "H", "H", "C", "C", "O", "S", "O", "O", "O", "H", "H", "H", "H", "C", "C", "O", "S", "O", "O", "O", "H", "H", "H", "H", "C", "C", "O", "S", "O", "O", "O", "H", "H", "H", "H"],
  "xyz": [[1.0538, 2.7839, 6.3664], [-0.3663, 3.3578, 5.0702], [-0.8095, 5.6106, 5.2210], [-2.2912, 2.1806, 5.7696], [-2.8322, 2.9674, 7.3015], [-1.9742, 0.7983, 6.1373], [-3.3813, 2.3265, 4.7865], [2.0603, 3.0579, 6.0413], [0.9395, 1.7028, 6.5095], [0.8209, 3.2752, 7.3216], [-0.0222, 2.9564, 3.5621], [-1.8520, 5.7494, 6.0525], [-3.6497, 2.4023, 7.7566], [-1.9661, 2.9978, 7.9695], [-3.1229, 3.9984, 7.0809], [-3.1348, 2.2319, 1.4653], [-3.9066, 1.0424, 0.9486], [-3.6304, 1.0158, -0.4640], [-2.1409, 1.5615, -0.7235], [-1.2663, 0.4493, -0.8548], [-2.2130, 2.5845, -1.7050], [-1.9045, 2.2170, 0.7102], [-3.6531, 3.1686, 1.2514], [-2.9305, 2.1700, 2.5342], [-4.9754, 1.1286, 1.1228], [-3.5416, 0.1122, 1.3877], [0.4216, -1.2774, -5.1919], [1.5162, -0.3167, -5.5979], [1.4301, 0.7497, -4.6444], [0.9470, 0.1669, -3.2230], [2.0909, -0.0578, -2.4108], [-0.1617, 0.9132, -2.7679], [0.4371, -1.2630, -3.7620], [-0.5586, -0.9317, -5.5286], [0.5968, -2.2834, -5.5629], [1.3851, 0.0628, -6.6051], [2.4963, -0.7771, -5.5042], [5.1422, -4.1300, -7.5660], [4.6517, -3.8817, -6.1546], [4.3689, -2.4767, -6.1217], [3.8597, -1.9957, -7.5590], [2.4391, -1.9695, -7.5534], [4.6331, -0.8789, -7.9584], [4.3231, -3.2856, -8.3870], [6.1824, -3.8222, -7.6882], [5.0338, -5.1681, -7.8687], [5.3903, -4.1364, -5.4000], [3.7245, -4.4222, -5.9523], [-1.4012, -1.6824, 1.8252], [-0.4346, -2.8260, 2.0570], [0.2195, -2.4979, 3.2850], [-0.8083, -1.6967, 4.2437], [-1.3808, -2.6265, 5.1532], [-0.1598, -0.5162, 4.6598], [-1.9034, -1.3578, 3.1254], [-0.8971, -0.8002, 1.4261], [-2.2204, -1.9589, 1.1648], [0.2920, -2.9298, 1.2551], [-0.9653, -3.7728, 2.1932]],
  "forces_ev_per_angstrom": [[-0.960, 0.194, -0.009], [0.914, -0.027, 0.168], [-0.059, 0.168, -0.161], [-0.004, -0.211, -0.119], [0.079, 0.308, 0.017], [-0.249, 0.164, 0.295], [-0.252, 0.151, 0.071], [-0.046, -0.119, 0.087], [0.295, 0.085, -0.048], [0.285, -0.070, -0.021], [-0.285, 0.053, -0.044], [0.073, -0.264, 0.012], [0.086, -0.002, -0.190], [-0.099, -0.153, -0.056], [-0.122, -0.191, -0.013], [-0.199, 0.362, 0.245], [0.229, -0.284, 0.267], [-0.042, 0.276, -0.097], [-0.190, 0.062, 0.758], [-0.766, -0.098, 1.065], [0.011, -0.202, -0.170], [-0.106, -0.413, -0.211], [0.002, -0.015, -0.017], [0.204, 0.006, -0.046], [-0.021, 0.035, -0.228], [-0.034, 0.031, 0.072], [-0.337, 0.133, -0.242], [0.250, -0.014, 0.160], [-0.404, -0.144, 0.070], [0.006, 0.063, -0.206], [-0.099, -0.045, 0.076], [1.032, 0.286, -1.305], [0.313, 0.029, 0.003], [0.025, 0.012, -0.036], [0.053, -0.051, 0.201], [-0.010, 0.232, 0.104], [0.000, 0.036, 0.094], [0.441, 0.036, 0.088], [-0.337, -0.364, 0.015], [0.259, 0.079, -0.218], [0.259, -0.397, -0.027], [0.066, -0.035, -0.422], [-0.245, 0.125, 0.061], [-0.205, -0.048, 0.232], [-0.004, -0.013, 0.030], [-0.177, 0.078, -0.150], [0.023, 0.261, 0.046], [0.032, -0.035, -0.007], [0.357, 0.348, -0.330], [-0.284, -0.309, 0.065], [-0.162, 0.214, -0.243], [0.162, 0.088, 0.050], [-0.025, 0.116, 0.030], [0.283, -0.234, 0.012], [-0.051, -0.371, 0.082], [0.019, -0.068, -0.091], [-0.116, 0.024, 0.156], [0.152, 0.115, 0.136], [-0.020, 0.009, -0.059]],
  "spin_multiplicity": 1,
  "homo_ev": -5.1005,
  "lumo_ev": 1.28,
  "gap_ev": 6.384,
  "total_charge": -1
}

{
  "formula": "C21H43BrIN7O5P2",
  "method": "ωB97M-V/def2-TZVPD",
  "species": ["C", "C", "O", "N", "C", "C", "C", "Br", "C", "O", "C", "C", "I", "C", "O", "H", "H", "H", "H", "H", "H", "H", "O", "P", "N", "C", "C", "N", "C", "C", "N", "C", "C", "H", "H", "H", "H", "H", "H", "H", "H", "H", "H", "H", "H", "H", "H", "H", "H", "H", "H", "O", "P", "N", "C", "C", "N", "C", "C", "N", "C", "C", "H", "H", "H", "H", "H", "H", "H", "H", "H", "H", "H", "H", "H", "H", "H", "H", "H", "H"],
  "xyz": [[-2.3811, 0.0574, 2.5633], [-1.7198, -0.8112, 1.5146], [-1.1929, -1.8495, 1.8345], [-1.7314, -0.4563, 0.1116], [-2.8995, -1.0451, -0.5942], [-1.6137, 0.9449, -0.1132], [-0.4921, 1.4655, -0.6100], [1.0199, 0.4713, -1.0251], [-0.4419, 2.9523, -0.8461], [0.0436, 3.4349, -1.8353], [-1.1001, 3.7491, 0.2311], [-2.2261, 3.2506, 0.7171], [-3.3285, 4.1497, 2.2097], [-2.7179, 1.9291, 0.1933], [-3.8878, 1.6939, 0.0328], [-3.2115, 0.6520, 2.1966], [-2.7779, -0.6186, 3.3169], [-1.6221, 0.6653, 3.0605], [-2.7066, -2.0818, -0.8506], [-3.8085, -0.9371, 0.0009], [-3.0705, -0.4574, -1.4925], [-0.6636, 4.6799, 0.5619], [-0.9569, 1.0430, 5.5799], [0.0639, 0.0909, 6.0882], [-0.0102, 0.1905, 7.8007], [0.7876, 1.0206, 8.6774], [-1.3261, -0.1138, 8.3524], [1.5329, 0.7793, 5.4534], [2.1852, 1.9093, 6.1033], [1.3747, 1.0355, 4.0261], [0.6343, -1.4833, 5.9113], [-0.3426, -2.5341, 5.6308], [1.7552, -1.9166, 6.7027], [0.7377, 0.6161, 9.6920], [0.4513, 2.0660, 8.7073], [1.8381, 1.0032, 8.4127], [-1.3199, -1.0747, 8.8792], [-2.0872, -0.1667, 7.5712], [-1.6480, 0.6594, 9.0534], [1.4843, 2.6805, 6.4480], [2.8783, 2.3792, 5.4044], [2.7937, 1.5828, 6.9444], [0.7923, 1.9447, 3.8287], [0.8642, 0.1997, 3.5399], [2.3566, 1.1314, 3.5594], [-0.8746, -2.8707, 6.5318], [0.1477, -3.3978, 5.1796], [-1.0850, -2.1775, 4.9146], [1.4664, -2.1881, 7.7260], [2.5287, -1.1521, 6.7422], [2.1967, -2.7929, 6.2228], [-0.4346, -2.4096, -6.3817], [0.5629, -1.3238, -6.5504], [-0.3411, 0.1355, -6.6443], [-0.8101, 0.8154, -7.8319], [-1.1868, 0.3798, -5.4805], [1.2928, -1.7438, -8.0746], [0.6467, -1.4183, -9.3398], [1.6941, -3.1463, -8.0556], [2.0090, -0.7175, -5.9336], [2.2197, -0.8278, -4.4920], [2.6051, 0.4483, -6.5288], [-1.0459, 1.8526, -7.5779], [-1.7079, 0.3554, -8.2676], [-0.0460, 0.8740, -8.5980], [-0.7996, 1.2110, -4.8790], [-1.2458, -0.5000, -4.8358], [-2.2095, 0.6203, -5.7801], [-0.4362, -1.5976, -9.3375], [1.0815, -2.0243, -10.1357], [0.8334, -0.3842, -9.6235], [0.8465, -3.8240, -8.2060], [2.1553, -3.4004, -7.0989], [2.4384, -3.3243, -8.8340], [1.6837, -0.0479, -3.9355], [3.2816, -0.7638, -4.2471], [1.8669, -1.7971, -4.1340], [2.1313, 1.3795, -6.1927], [2.5643, 0.3998, -7.6153], [3.6610, 0.4764, -6.2498]],
  "forces_ev_per_angstrom": [[0.086, -0.224, -0.126], [0.371, -0.857, 0.136], [-0.312, 0.302, -0.198], [-0.676, 0.668, 0.206], [0.012, 0.242, 0.127], [0.225, -0.293, 0.063], [-0.170, 0.223, 0.072], [0.085, -0.034, -0.141], [0.219, -0.045, -0.104], [0.204, 0.059, 0.212], [-0.003, -0.067, -0.047], [-0.007, -0.014, 0.193], [-0.151, 0.064, 0.007], [-0.074, 0.058, -0.125], [0.049, -0.117, 0.147], [0.105, 0.168, -0.044], [0.099, -0.020, 0.084], [-0.125, 0.201, 0.004], [0.047, -0.045, 0.075], [-0.055, -0.236, 0.006], [0.105, -0.161, -0.165], [-0.017, 0.141, -0.233], [-1.531, -2.130, -0.985], [3.754, 2.813, 1.973], [0.252, -0.066, -0.344], [0.107, -0.019, 0.147], [-0.117, -0.271, -0.131], [0.309, -0.016, 0.810], [-0.060, 0.110, 0.021], [-0.176, -0.206, -0.154], [-2.551, -0.530, -1.744], [-0.184, -0.018, 0.094], [0.304, 0.051, 0.317], [-0.128, 0.011, -0.004], [0.009, -0.018, 0.019], [-0.042, -0.049, -0.024], [-0.004, 0.057, 0.087], [0.027, 0.036, -0.017], [0.024, 0.062, -0.056], [0.044, 0.037, -0.020], [-0.090, -0.027, -0.114], [-0.009, 0.036, -0.026], [-0.003, -0.013, -0.008], [0.041, -0.022, 0.029], [0.033, 0.007, 0.055], [0.073, -0.058, -0.003], [0.061, 0.041, 0.011], [0.049, 0.024, -0.009], [-0.030, 0.053, -0.019], [-0.107, 0.094, -0.014], [-0.080, -0.008, -0.044], [0.955, -0.385, 2.583], [-0.643, 1.664, -4.797], [0.366, -0.194, -0.124], [0.004, 0.165, -0.065], [0.176, -0.034, 0.283], [-0.148, 0.862, -0.259], [-0.120, -0.027, -0.025], [0.105, -0.110, 0.249], [-0.246, -2.132, 2.342], [-0.204, 0.072, 0.114], [-0.018, 0.354, -0.280], [-0.083, -0.042, 0.088], [0.009, 0.027, 0.003], [0.017, -0.015, 0.061], [-0.079, 0.054, -0.038], [0.002, -0.023, -0.046], [0.000, -0.067, -0.057], [0.012, -0.021, -0.057], [0.017, -0.117, 0.092], [-0.019, -0.038, -0.016], [0.010, -0.006, 0.028], [-0.007, 0.027, -0.013], [-0.013, 0.065, -0.036], [0.127, 0.028, 0.042], [0.017, 0.063, -0.106], [-0.044, 0.017, -0.038], [-0.042, -0.045, -0.010], [-0.123, -0.081, 0.020], [-0.022, -0.052, 0.067]],
  "spin_multiplicity": 1,
  "homo_ev": -8.0751,
  "lumo_ev": -1.37,
  "gap_ev": 6.710
}